Record 1
C5H11N4O3 | wB97M-V/def2-TZVPD

XYZ file:
```
23
Properties=species:S:1:pos:R:3:forces:R:3:mulliken_charge:R:1
C 0.199 -2.434 -0.188 -2.0 0.1 2.2 -1.01
N -0.549 -1.191 -0.543 1.6 0.1 1.2 -0.04
C -1.872 -1.070 0.024 -0.5 -0.6 -1.4 -0.46
O -2.450 0.138 -0.480 -0.2 -0.4 1.0 -0.45
C -1.674 1.218 0.011 0.1 -0.9 -1.2 -0.64
N -0.349 1.115 -0.622 -1.2 3.8 0.2 -0.11
C 0.394 2.328 -0.175 1.6 -0.2 0.4 -0.96
C 0.251 -0.026 -0.121 3.7 -2.3 -0.4 -0.44
N 1.776 -0.199 -0.773 -7.0 -0.3 -0.9 -0.93
N 2.688 0.001 0.021 3.9 0.6 1.9 1.30
O 2.642 0.400 1.218 -1.4 0.2 0.8 -0.70
O 3.843 -0.187 -0.431 1.0 -0.3 -0.6 -0.82
H 0.871 -2.306 0.718 -0.4 0.0 -1.4 0.30
H -0.506 -3.262 0.123 0.3 0.9 -0.3 0.42
H 0.631 -2.760 -1.084 1.4 -0.5 -0.8 0.31
H -2.373 -1.916 -0.534 -0.3 0.8 1.5 0.46
H -1.963 -1.030 1.168 0.2 -0.5 -1.2 0.28
H -1.529 1.081 1.105 -0.4 0.5 0.0 0.46
H -2.201 2.137 -0.295 0.4 -0.3 0.4 0.39
H 1.098 2.670 -0.966 -0.3 -0.5 0.5 0.27
H -0.230 3.206 0.053 -0.3 -0.5 -0.2 0.39
H 0.996 2.080 0.766 -0.6 0.4 -1.2 0.32
H 0.306 0.009 1.005 0.3 -0.2 -0.5 0.65
```
Positions in Å, forces in eV/Å.

Computed properties:
- SMILES: CN1COCN(C)C1N=[N+]([O-])[O-]
- Molecular weight: 175.168 g/mol
- HOMO energy: -4.1 eV
- Lowest unoccupied orbital energy: 3.483 eV
- Net charge: -1

***

Record 2
C5H11N4O4S | wB97M-V/def2-TZVPD

XYZ file:
```
25
Properties=species:S:1:pos:R:3:forces:R:3:mulliken_charge:R:1
C -0.536 -1.494 -1.436 -3.0 0.6 -0.5 0.50
C 2.509 0.114 -0.402 1.8 2.6 4.6 0.61
C -0.868 -0.902 0.864 1.6 1.4 1.1 -0.60
C -1.420 0.737 -0.944 0.9 2.4 -0.1 -0.67
C -0.658 0.557 0.424 -1.8 -3.1 -2.2 0.09
N -0.565 -1.843 -0.161 2.0 -0.9 -1.1 -0.13
N -1.098 -0.337 -1.880 2.2 0.7 -1.7 -0.26
N -0.413 -2.425 -2.362 1.5 -1.0 1.3 -0.37
N 3.169 0.587 0.513 -0.1 -2.0 -2.6 -0.26
O 1.924 -0.551 -1.145 -0.8 -1.1 -2.0 -0.45
O 0.337 1.688 2.637 0.7 -1.0 0.9 -0.40
O -1.047 3.074 1.125 1.6 0.1 -0.2 -0.60
O 3.090 1.501 1.490 -0.4 0.9 0.4 -0.25
S -0.891 1.700 1.601 -4.6 2.2 3.1 0.42
H -0.152 -1.042 1.720 -1.3 -0.3 -0.4 0.39
H -1.936 -1.132 0.982 0.0 0.8 1.4 0.30
H -2.506 0.758 -0.710 0.5 0.0 0.0 0.30
H -1.165 1.770 -1.432 -0.5 -1.9 1.0 0.38
H -0.063 -2.699 0.098 -0.6 0.5 -0.2 0.29
H -0.651 -0.024 -2.834 -1.4 -0.8 2.6 0.36
H 0.252 -3.140 -2.190 0.4 -0.8 0.0 0.23
H -0.584 -2.218 -3.289 -0.3 0.6 -2.1 0.23
H 1.045 2.321 2.755 0.5 1.0 -0.5 0.29
H 3.996 1.651 1.820 -0.3 -0.3 -0.5 0.36
H -1.767 1.349 2.754 1.3 -0.6 -2.3 0.23
```
Positions in Å, forces in eV/Å.

Computed properties:
- 2S+1: 3
- Molecular weight: 223.234 g/mol
- HOMO energy (alpha / beta): -7.9 / -13.2 eV
- Lowest unoccupied orbital energy (alpha / beta): -2.993 / -5.675 eV
- Net charge: +1

***

Record 3
C5H11N4S | wB97M-V/def2-TZVPD

XYZ file:
```
21
Properties=species:S:1:pos:R:3:forces:R:3:mulliken_charge:R:1
C -1.659 1.157 0.839 -0.1 0.1 0.0 -1.84
C -0.500 0.385 0.274 -0.1 -0.1 -0.3 0.81
C -0.667 -0.289 -0.873 -0.1 0.2 0.4 -0.40
N 0.285 -0.897 -1.685 0.0 -0.2 -0.1 0.38
N -0.288 -1.739 -2.645 -0.3 -0.5 -0.5 -0.80
C 1.553 -0.481 -1.810 0.6 0.4 0.4 0.04
S 2.311 0.584 -0.820 0.3 0.0 -0.8 -0.21
C 0.716 0.398 1.110 -0.3 -0.4 0.4 0.20
N 1.170 -0.773 1.564 0.0 0.1 0.1 -0.27
N 1.009 1.506 1.790 0.2 0.0 0.1 -0.41
H -2.596 0.676 0.573 -0.1 0.0 0.0 0.47
H -1.677 2.164 0.426 -0.1 0.1 0.1 0.36
H -1.596 1.227 1.920 -0.1 0.0 0.1 0.43
H -1.653 -0.338 -1.317 0.0 0.0 0.0 0.43
H 0.088 -1.578 -3.574 0.0 0.1 0.2 0.26
H -0.185 -2.721 -2.402 0.1 0.2 0.1 0.26
H 2.090 -0.882 -2.663 -0.2 -0.2 -0.1 0.36
H 1.966 -0.809 2.182 0.0 -0.1 0.0 0.22
H 0.886 -1.635 1.129 0.0 0.1 0.0 0.25
H 0.690 2.398 1.448 0.0 -0.1 0.0 0.25
H 1.803 1.518 2.413 -0.1 0.1 0.0 0.20
```
Positions in Å, forces in eV/Å.

Computed properties:
- SMILES: C/C(=C/N(N)C=S)C(N)=[NH2+]
- Molecular weight: 159.238 g/mol
- HOMO energy: -12.4 eV
- Lowest unoccupied orbital energy: -3.956 eV
- Net charge: +1

***

Record 4
C5H11N5O | wB97M-V/def2-TZVPD

XYZ file:
```
22
Properties=species:S:1:pos:R:3:forces:R:3:mulliken_charge:R:1
C 0.085 -0.179 -1.277 1.3 0.6 -3.3 -0.29
C -0.402 1.366 0.113 -2.5 4.1 3.2 0.33
C -1.048 2.846 0.821 1.2 -4.8 -3.4 0.62
C -0.217 0.192 0.798 0.6 1.8 -2.4 -0.73
C 1.310 -3.982 -0.788 1.7 -1.4 -1.8 0.18
N -0.246 1.139 -1.219 0.2 -2.2 2.1 -0.04
N 1.408 -3.047 0.069 -0.6 -0.7 2.6 -0.21
N 0.185 -0.705 -0.124 -0.5 -1.8 0.9 -0.26
N -1.803 3.642 0.077 1.5 -1.4 -0.2 -0.33
N -0.910 3.059 2.082 -0.6 3.1 0.6 -0.31
O 1.978 -5.112 -0.691 -0.6 1.0 1.3 -0.40
H 0.457 -0.683 -2.197 -0.7 0.7 0.6 0.30
H -0.251 -0.052 1.788 -0.2 -0.3 2.5 0.47
H 0.861 -3.763 -1.760 -0.3 -0.1 0.3 0.26
H -0.381 1.720 -1.972 -0.2 1.6 -1.9 0.11
H 1.662 -3.305 1.107 -0.2 0.8 -2.7 0.33
H 0.833 -2.156 -0.174 0.6 -0.3 1.3 0.62
H -1.703 3.723 -0.918 -0.1 -0.3 -0.3 0.24
H -2.078 4.460 0.521 -1.0 1.9 0.7 0.21
H -1.133 4.064 2.313 0.2 -1.6 0.5 0.25
H -0.419 2.557 2.789 0.4 -0.7 0.0 0.24
H 1.813 -5.785 -1.358 -0.3 0.0 -0.5 0.41
```
Positions in Å, forces in eV/Å.

Computed properties:
- Molecular weight: 157.177 g/mol
- HOMO energy: -16.8 eV
- Lowest unoccupied orbital energy: -6.660 eV
- Net charge: +2